The following is a quantum chemistry calculation of C23H23N5O3RuS as an isolated structure, from OMol25.

Output
LUMO level (alpha / beta) ... 2.59 / 2.57 eV
Spin multiplicity ... 2
ΔE to the lowest compared entry with this formula, charge and spin ... 3.25 kJ/mol
Charge ... -1
Calculated total energy ... -1883.03372 hartree
⟨S²⟩ ... 0.76

Cartesian coordinates (Å):
Ru  0.222  1.054  -0.677
C  2.837  2.261  -2.151
C  2.756  2.754  -0.742
C  3.755  3.624  -0.253
C  3.703  4.082  1.027
C  2.646  3.669  1.869
C  2.533  4.096  3.209
C  1.491  3.645  3.978
C  0.543  2.763  3.451
C  0.619  2.318  2.144
S  -0.533  1.201  1.476
C  1.687  2.787  1.327
N  1.755  2.355  0.022
H  3.682  2.721  -2.662
H  1.918  2.481  -2.692
H  2.948  1.175  -2.166
H  4.555  3.911  -0.921
H  4.460  4.752  1.416
H  3.279  4.772  3.609
H  1.397  3.967  5.008
H  -0.269  2.410  4.075
O  3.750  -1.506  0.123
C  2.695  -0.992  -0.124
N  1.644  -0.507  -0.371
C  -4.373  -1.678  -2.546
N  -3.055  -1.091  -2.703
C  -2.411  -1.095  -3.900
C  -1.188  -0.552  -4.059
C  -0.594  0.033  -2.889
O  0.499  0.655  -2.858
N  -1.215  -0.063  -1.691
C  -2.465  -0.549  -1.543
O  -3.089  -0.606  -0.491
H  -4.692  -2.081  -3.505
H  -5.084  -0.926  -2.207
H  -4.346  -2.473  -1.802
H  -2.951  -1.560  -4.716
H  -0.673  -0.547  -5.005
C  -0.909  2.728  -1.191
H  -0.599  3.632  -0.657
H  -1.954  2.529  -0.934
H  -0.861  2.925  -2.269
N  -1.120  -2.136  0.852
C  -1.055  -3.376  1.413
C  -2.212  -4.146  1.607
C  -2.133  -5.421  2.139
C  -0.910  -5.974  2.497
C  0.240  -5.214  2.309
C  0.179  -3.940  1.779
H  -2.006  -1.665  0.761
H  -0.318  -1.530  0.904
H  -3.173  -3.725  1.334
H  -3.045  -5.991  2.279
H  -0.853  -6.971  2.912
H  1.207  -5.623  2.579
H  1.083  -3.361  1.628